1.
Below is C22H25BrN3O2SV as an isolated structure at a distorted geometry, with properties calculated with ωB97M-V with the def2-TZVPD basis set.

Geometry as ORCA input:
```
! RIJCOSX wB97M-V def2-TZVPD def2/J DEFGRID3
* xyz -1 2
V -0.0897 0.4020 0.1508
O 5.5629 -0.9680 -1.0357
C 4.1894 -0.7649 -1.0130
C 3.5480 0.2363 -1.7680
C 2.1999 0.4242 -1.6497
N 1.4050 -0.2970 -0.7723
C 2.0501 -1.3484 -0.1795
Br 0.9004 -2.4711 0.8499
C 3.3853 -1.6129 -0.2332
H 5.9539 -0.2741 -1.5721
H 4.1230 0.8657 -2.4393
H 1.6884 1.1864 -2.2219
H 3.8189 -2.4385 0.3131
O -1.4739 0.7043 1.3763
N -2.7192 0.2968 1.2660
C -3.5628 0.5258 2.2950
C -4.8761 0.1521 2.2271
C -5.3480 -0.4808 1.0741
C -4.4682 -0.7255 0.0417
C -3.1233 -0.3509 0.1264
S -1.9466 -0.6436 -1.0748
H -3.1101 1.0234 3.1399
H -5.5303 0.3486 3.0641
H -6.3855 -0.7747 0.9915
H -4.7938 -1.2234 -0.8597
C 3.2379 1.6506 2.3605
C 2.0695 1.7691 3.3460
C 1.4811 0.3866 3.6705
C 0.9836 2.7405 2.9034
C 0.4540 3.5964 3.8555
C -0.5007 4.5520 3.5392
C -0.8482 4.7169 2.2062
C -0.3489 3.8985 1.2059
C -0.6051 4.2971 -0.2388
C -1.5127 3.3751 -1.0624
C 0.7304 4.5031 -0.9681
C 0.4741 2.7747 1.5601
N 0.7177 1.7690 0.7037
H 4.0402 1.0490 2.7976
H 3.6410 2.6371 2.1182
H 2.9121 1.1753 1.4384
H 2.4786 2.1741 4.2793
H 0.8891 0.0391 2.8281
H 0.8258 0.4452 4.5436
H 2.2728 -0.3403 3.8738
H 0.8128 3.5269 4.8796
H -0.9360 5.1794 4.3084
H -1.5253 5.5223 1.9318
H -1.1158 5.2662 -0.1936
H -1.0195 2.4288 -1.2692
H -1.7579 3.8590 -2.0131
H -2.4441 3.1680 -0.5298
H 1.2837 3.5625 -0.9829
H 1.3379 5.2533 -0.4578
H 0.5660 4.8310 -1.9990
*
```

Values from the calculation:
**Energy relative to the best compared isomer or geometry (same formula, charge and spin)**: 3.640 eV
**Largest force on an atom**: 0.056 hartree/bohr
**⟨S²⟩**: 0.98
**Orbital gap (alpha / beta)**: 4.44 / 4.12 eV

2.
Below is one molecule with the formula C22H25ClN2O2, with properties calculated with ωB97M-V with the def2-TZVPD basis set.

Geometry as ORCA input:
```
! RIJCOSX wB97M-V def2-TZVPD def2/J DEFGRID3
* xyz 0 1
C 0.7546 -1.0841 3.3139
C 1.3278 0.2835 3.5460
C 1.4550 0.7617 4.8444
C 1.9871 2.0114 5.1025
C 2.4081 2.8069 4.0517
C 2.2908 2.3409 2.7558
C 1.7560 1.0869 2.4872
C 1.6216 0.6564 1.0531
C 0.3825 1.3052 0.4135
N 0.1602 0.8152 -0.9282
C 0.7841 1.3540 -1.9957
O 1.4744 2.3494 -1.9272
C 0.5715 0.6397 -3.3353
C 1.7775 -0.2541 -3.6381
C 1.8607 -1.3725 -2.6104
C 0.5503 -2.0745 -2.3156
O 0.5269 -3.1260 -1.7017
N -0.5947 -1.4630 -2.7085
C -1.8698 -2.1101 -2.4255
C -2.5644 -1.4086 -1.2885
C -2.0900 -1.5752 0.0096
C -2.6618 -0.8873 1.0635
C -3.7114 -0.0144 0.8182
Cl -4.4170 0.8607 2.1313
C -4.1998 0.1605 -0.4661
C -3.6234 -0.5386 -1.5124
C -0.6881 -0.2116 -3.4351
H -0.0653 -1.0488 2.5998
H 0.3844 -1.5036 4.2462
H 1.5161 -1.7569 2.9190
H 1.1292 0.1419 5.6681
H 2.0735 2.3615 6.1206
H 2.8269 3.7841 4.2407
H 2.6223 2.9554 1.9312
H 2.4991 0.9792 0.4886
H 1.5412 -0.4283 0.9736
H -0.5102 1.0962 1.0078
H 0.5291 2.3855 0.3541
H -0.3120 -0.0713 -1.0088
H 0.5192 1.4325 -4.0880
H 2.6934 0.3379 -3.6182
H 1.6652 -0.6737 -4.6405
H 2.2223 -0.9788 -1.6557
H 2.5728 -2.1391 -2.9221
H -1.6440 -3.1443 -2.1531
H -2.4846 -2.0945 -3.3298
H -1.2729 -2.2595 0.1880
H -2.3088 -1.0273 2.0733
H -5.0212 0.8361 -0.6444
H -4.0123 -0.4097 -2.5122
H -0.8837 -0.4321 -4.4948
H -1.5482 0.3452 -3.0460
*
```

Values from the calculation:
**Energy relative to the best compared isomer or geometry (same formula, charge and spin)**: 0.000 eV
**Largest force on an atom**: 0.013 hartree/bohr
**Structure (SMILES)**: Cc1ccccc1CCNC(=O)[C@H]1CCC(=O)N(Cc2ccc(Cl)cc2)C1
**Orbital gap**: 9.48 eV

3.
Below is one molecule with the formula C22H25ClN4O5 at a distorted geometry, with properties calculated with ωB97M-V with the def2-TZVPD basis set.

Geometry as ORCA input:
```
! RIJCOSX wB97M-V def2-TZVPD def2/J DEFGRID3
* xyz 0 1
O -4.9016 -0.9619 -1.4199
C -4.2418 -0.6424 -0.4485
C -4.7577 0.4778 0.4647
O -3.7969 1.3623 1.0016
C -2.8849 1.9467 0.1724
C -1.8462 2.6297 0.8106
C -0.8279 3.2043 0.0796
C -0.8387 3.0977 -1.3043
Cl 0.4590 3.7796 -2.2258
C -1.8775 2.4503 -1.9499
C -2.9035 1.8776 -1.2162
N -3.0769 -1.2545 -0.1382
C -2.2326 -0.9332 0.9928
C -1.4960 -2.1880 1.4853
N -0.7944 -2.8666 0.4213
C 0.4498 -2.4283 0.0051
C 1.1740 -3.1866 -0.9365
C 2.4240 -2.7878 -1.3198
C 3.0123 -1.6182 -0.8260
N 4.3777 -1.4101 -1.1440
O 4.8518 -2.0516 -2.0687
O 5.0370 -0.6452 -0.4560
C 2.2826 -0.7972 0.0677
N 2.7480 0.4228 0.4841
C 2.2481 1.0406 1.6923
C 3.3564 1.9409 2.2569
O 3.7520 2.9199 1.3320
C 4.2430 2.3124 0.1557
C 3.1707 1.4271 -0.4769
C 1.0382 -1.2677 0.4993
C -1.7570 -3.2948 -0.5752
C -2.4490 -2.0670 -1.1696
H -5.2542 0.0353 1.3346
H -5.5125 1.0224 -0.1169
H -1.8577 2.6922 1.8874
H -0.0267 3.7303 0.5751
H -1.8889 2.3872 -3.0264
H -3.7041 1.3811 -1.7401
H -2.8359 -0.5359 1.8080
H -1.5004 -0.1721 0.6937
H -0.8029 -1.9243 2.2842
H -2.2257 -2.8959 1.8914
H 0.7710 -4.1080 -1.3218
H 3.0080 -3.3902 -1.9989
H 2.0140 0.2733 2.4312
H 1.3522 1.6498 1.4914
H 2.9999 2.4737 3.1407
H 4.2166 1.3110 2.5282
H 4.5173 3.1239 -0.5191
H 5.1239 1.6974 0.3803
H 3.5539 0.9694 -1.3847
H 2.3021 2.0509 -0.7412
H 0.4952 -0.6486 1.1906
H -1.2720 -3.8501 -1.3747
H -2.4889 -3.9464 -0.0902
H -3.2283 -2.3565 -1.8759
H -1.6978 -1.4584 -1.6926
*
```

Values from the calculation:
**Energy relative to the best compared isomer or geometry (same formula, charge and spin)**: 0.086 eV
**Largest force on an atom**: 0.026 hartree/bohr
**Structure (SMILES)**: O=C(COc1ccc(Cl)cc1)N1CCN(c2ccc([N+](=O)[O-])c(N3CCOCC3)c2)CC1
**Orbital gap**: 8.03 eV

4.
Below is C22H25ClN5NdO7S as an isolated structure at a distorted geometry, with properties calculated with ωB97M-V with the def2-TZVPD basis set.

Geometry as ORCA input:
```
! RIJCOSX wB97M-V def2-TZVPD def2/J DEFGRID3
* xyz 0 4
Nd -0.7598 0.6166 -0.2061
C -3.8278 -0.7568 3.7108
N -2.4696 -1.2780 3.6128
C -1.9313 -1.6891 4.9115
C -1.7545 -1.0927 2.5202
O -2.2307 -0.5886 1.5002
C -0.2616 -1.4062 2.5754
O 0.3786 -1.2060 1.3355
C 0.8904 -2.3413 0.6303
C 0.0670 -2.5859 -0.6371
O -0.9932 -1.9500 -0.7393
N 0.4802 -3.4344 -1.5850
C 1.7713 -4.1111 -1.5163
C -0.2540 -3.5049 -2.8361
H -3.9074 -0.0888 2.8620
H -4.5241 -1.6096 3.6499
H -3.9308 -0.2132 4.6440
H -0.9184 -2.0086 4.8208
H -1.9204 -0.8115 5.5989
H -2.5403 -2.4929 5.2854
H 0.1988 -0.7325 3.3199
H -0.1533 -2.4653 2.8878
H 1.8935 -2.0517 0.3402
H 0.9653 -3.2015 1.2707
H 2.1334 -4.2527 -0.5297
H 1.6298 -5.0927 -1.9408
H 2.5520 -3.5945 -2.0754
H 0.0423 -2.6555 -3.4540
H -0.0926 -4.4892 -3.3022
H -1.3147 -3.5236 -2.6001
Cl -3.1721 7.4952 1.6349
C -2.2866 6.1116 1.0463
C -0.9684 6.1626 0.5421
C -0.3650 5.0638 -0.0120
C -1.0166 3.8331 -0.1326
O -0.4474 2.8210 -0.7002
C -2.3706 3.8213 0.3945
C -3.2802 2.7471 0.1032
O -2.9520 1.6200 -0.2638
C -2.9336 4.9249 0.9849
H -0.4733 7.0912 0.4529
H 0.6407 5.1411 -0.4858
H -4.3233 3.0442 0.2097
H -3.9744 4.7866 1.3077
O -0.5175 0.2351 -2.5502
N 0.6019 0.3069 -3.2078
N 1.5942 0.1292 -2.3860
O 1.4156 0.0470 -1.1229
C 2.8744 -0.1683 -2.9012
C 4.0016 -0.3007 -2.1042
C 5.2223 -0.7142 -2.6847
C 5.3462 -0.9152 -4.0459
C 4.1729 -0.7997 -4.8225
C 2.9745 -0.4260 -4.2856
H 3.9901 -0.1632 -1.0387
H 6.0829 -0.8038 -2.0331
H 6.3323 -1.2195 -4.3502
H 4.3115 -0.9968 -5.8679
H 2.0966 -0.3555 -4.8925
S -1.2379 2.4404 4.3187
C -0.5216 2.0465 2.9074
N -0.0351 1.6065 1.9315
*
```

Values from the calculation:
**Largest force on an atom**: 0.041 hartree/bohr
**⟨S²⟩**: 3.75
**Orbital gap (alpha / beta)**: 7.70 / 7.70 eV